*one*
Formula: C7H8N4O3
Source: OMol25
Level of theory: ωB97M-V/def2-TZVPD

```
! wB97M-V def2-TZVPD RIJCOSX def2/J DEFGRID3
* xyz 0 1
C 0.70714 -1.39748 1.10467
C 0.92405 1.41626 -0.54283
C 0.62863 1.81146 0.78422
C -1.46361 -0.87465 0.81235
C -0.42150 -1.44302 0.24069
C 2.40480 1.35212 -0.84647
C -0.26473 -2.04585 -1.03534
N 1.69160 -1.29335 1.65867
N -0.55019 2.18029 1.14543
N -1.60168 2.55332 1.32293
N -2.79283 -0.73138 0.13870
O -3.76761 -0.40298 0.77887
O 0.01275 0.90414 -1.19944
O -2.65706 -0.76076 -1.07814
H 1.30951 2.00729 1.63312
H -1.44119 -0.60856 1.92313
H 3.00300 2.17698 -0.65354
H 2.41883 1.15058 -1.90086
H 2.81526 0.38718 -0.27184
H -1.26134 -2.45272 -1.32989
H 0.62882 -2.72356 -0.98651
H -0.32266 -1.20533 -1.69790
*
```

Properties
molar mass = 196.166 g mol⁻¹
gap between HOMO and LUMO = 8.632 eV
LUMO energy = -0.0289 Eh

Results of the Mulliken charge analysis, in e, for atoms 1 through 6: number 1, C, carries -0.136; number 2, C, carries 0.722; number 3, C, carries -0.192; number 4, C, carries -0.577; number 5, C, carries 1.007; number 6, C, carries -1.250



*two*
Formula: C7H8N4O3
Source: OMol25
Level of theory: ωB97M-V/def2-TZVPD

```
! wB97M-V def2-TZVPD RIJCOSX def2/J DEFGRID3
* xyz 0 1
O 0.48488 0.02818 3.81067
N -0.26027 -0.27083 2.90152
N -0.37564 -1.40986 2.45167
N -1.27431 -1.69548 1.46217
C -2.30392 -0.79446 1.14429
C -1.59492 0.58325 1.19192
C -0.62702 0.56551 0.06254
N 0.61081 0.68880 0.16484
C 1.34061 0.61426 -1.08277
C 2.63359 0.79808 -1.38581
C 2.72390 0.53046 -2.78408
C 1.46596 0.23830 -3.23443
O 0.65530 0.19127 -2.18893
O -1.03532 0.83663 2.41548
H -1.53644 -2.65500 1.54298
H -3.10850 -0.84904 1.80453
H -2.51682 -0.83198 -0.02774
H -2.24338 1.49171 0.95809
H -1.17049 0.48314 -0.90516
H 3.50758 0.75782 -0.68189
H 3.64920 0.67156 -3.43210
H 0.97519 0.02767 -4.18782
*
```

Properties
molar mass = 196.166 g mol⁻¹
gap between HOMO and LUMO = 9.097 eV
LUMO energy = 0.0174 Eh

Results of the Mulliken charge analysis, in e, for atoms 1 through 6: number 1, O, carries -0.733; number 2, N, carries 1.156; number 3, N, carries -0.729; number 4, N, carries 0.066; number 5, C, carries -0.618; number 6, C, carries 0.063



List of relative energies, unit kcal/mol: *one* 0.0; *two* 7.5



*one*
Formula: C24H26BrCl2IrN4OS3
Source: OMol25
Level of theory: ωB97M-V/def2-TZVPD

```
! wB97M-V def2-TZVPD RIJCOSX def2/J DEFGRID3
* xyz 1 2
Ir 0.69347 1.32539 -0.13305
C -2.62926 2.78744 2.36857
C -1.77606 2.17276 1.31200
N -0.51144 2.40766 1.21351
N 0.06887 3.22048 2.14404
C 1.31284 3.51706 1.86645
N 1.96819 4.33945 2.69483
S 2.19094 2.95306 0.46503
C -2.30387 1.26262 0.28637
C -3.64481 0.93519 0.15973
C -4.04743 0.13796 -0.89938
C -3.10231 -0.30477 -1.81052
C -1.77744 0.04027 -1.60778
N -1.39450 0.78893 -0.57864
H -2.21921 3.74870 2.66172
H -2.64207 2.15003 3.25634
H -3.65271 2.91855 2.02587
H 1.45922 4.81574 3.41983
H 2.91664 4.60693 2.50312
H -4.36466 1.30747 0.87268
H -5.09065 -0.12135 -1.01921
H -3.37816 -0.90853 -2.66320
H -0.99300 -0.29330 -2.27272
Cl 1.41127 0.19981 2.06674
C 2.70589 -0.80784 1.45721
C 3.32502 -1.61687 2.39367
C 4.34557 -2.45961 1.99264
C 4.73176 -2.48836 0.66192
C 4.10653 -1.66235 -0.25335
Cl 4.62344 -1.72887 -1.90194
C 3.07276 -0.78521 0.11427
S 2.40094 0.26363 -1.12510
H 3.00552 -1.57844 3.42649
H 4.83890 -3.09382 2.71603
H 5.52236 -3.14294 0.32361
Br -0.89393 4.83624 -5.62731
C -0.39473 3.84806 -4.09641
C -0.59536 4.38645 -2.83525
C -0.22756 3.65385 -1.71683
C 0.33579 2.38502 -1.83904
C 0.53139 1.86550 -3.11301
C 0.16981 2.59556 -4.24252
H -1.03226 5.36972 -2.72586
H -0.38609 4.09193 -0.73852
H 0.97304 0.88916 -3.26697
H 0.33262 2.18286 -5.22885
C -2.59686 -4.45231 -0.05194
C -1.46201 -3.59890 -0.59911
S -0.85652 -2.39526 0.60239
O 0.15747 -1.56088 -0.13852
C 0.10335 -3.49301 1.67453
C 1.25062 -4.19389 0.96595
H -2.94716 -5.13940 -0.82104
H -3.44026 -3.83533 0.25927
H -2.28128 -5.05375 0.80048
H -1.79860 -2.97819 -1.43011
H -0.61168 -4.18482 -0.94518
H -0.60869 -4.18654 2.12565
H 0.45896 -2.83079 2.46648
H 0.91649 -5.08375 0.43426
H 1.99892 -4.50661 1.69258
H 1.73198 -3.51781 0.25711
*
```

Properties
molar mass = 825.727 g mol⁻¹
expectation value of S² = 0.760
gap between HOMO and LUMO (alpha / beta) = 7.313 / 6.008 eV
LUMO energy (alpha / beta) = -0.1281 / -0.1751 Eh

Results of the Mulliken charge analysis, in e, for atoms 1 through 6: number 1, Ir, carries 1.915; number 2, C, carries -1.942; number 3, C, carries 0.648; number 4, N, carries 0.959; number 5, N, carries -1.720; number 6, C, carries 0.712



*two*
Formula: C24H26BrCl2IrN4OS3
Source: OMol25
Level of theory: ωB97M-V/def2-TZVPD

```
! wB97M-V def2-TZVPD RIJCOSX def2/J DEFGRID3
* xyz 1 2
Ir 0.77946 -0.87270 0.71766
C 2.71754 1.48502 4.10851
C 2.33118 0.94308 2.76984
N 2.15549 -0.33676 2.55581
N 2.46168 -1.21615 3.48561
C 2.28867 -2.48591 3.26746
N 2.65021 -3.37876 4.19578
S 1.61614 -3.08349 1.78669
C 2.15606 1.79843 1.62999
C 2.39358 3.18135 1.68447
C 2.32250 3.93250 0.53470
C 2.01989 3.28829 -0.66700
C 1.74671 1.93621 -0.64050
N 1.79358 1.20094 0.46616
H 2.78431 0.66745 4.81915
H 1.97921 2.20457 4.46019
H 3.68468 1.97964 4.05500
H 3.07123 -3.07107 5.05496
H 2.56016 -4.36233 4.00958
H 2.64595 3.63687 2.62698
H 2.51046 4.99350 0.55791
H 2.01629 3.82912 -1.59933
H 1.49684 1.41512 -1.55555
Cl -0.61144 -3.04506 -0.28843
C -0.27245 -3.23119 -1.94260
C -0.95289 -4.20456 -2.64804
C -0.70036 -4.37668 -3.99839
C 0.23095 -3.57549 -4.64369
C 0.91135 -2.60046 -3.93539
Cl 2.04543 -1.59351 -4.74697
C 0.68814 -2.41106 -2.55507
S 1.60705 -1.23198 -1.69633
H -1.68235 -4.81268 -2.13786
H -1.23781 -5.13034 -4.55040
H 0.42604 -3.70656 -5.69523
Br -4.67503 0.46406 4.51631
C -3.23636 0.20486 3.29829
C -2.08032 0.95780 3.42547
C -1.01556 0.71892 2.57409
C -1.07083 -0.28227 1.60152
C -2.28042 -0.95406 1.43683
C -3.35309 -0.72885 2.28224
H -2.00830 1.71583 4.18915
H -0.13188 1.33076 2.69281
H -2.42391 -1.65802 0.63192
H -4.26877 -1.28535 2.15221
C -1.71034 2.93592 -0.69037
C -2.38224 1.68665 -1.21680
S -1.12542 0.39801 -1.65989
O -1.88584 -0.83958 -1.84811
C -0.70282 0.98388 -3.38090
C -1.63484 0.36844 -4.40005
H -2.46239 3.66403 -0.38924
H -1.07345 3.40434 -1.43915
H -1.10312 2.69778 0.18160
H -2.99383 1.87359 -2.09633
H -2.99741 1.21959 -0.44933
H 0.32479 0.66367 -3.55423
H -0.74120 2.06980 -3.37847
H -1.69536 -0.70702 -4.24156
H -1.26763 0.55065 -5.40777
H -2.63793 0.78118 -4.31593
*
```

Properties
molar mass = 825.727 g mol⁻¹
expectation value of S² = 0.867
gap between HOMO and LUMO (alpha / beta) = 5.865 / 5.322 eV
LUMO energy (alpha / beta) = -0.1789 / -0.1948 Eh

Results of the Mulliken charge analysis, in e, for atoms 1 through 6: number 1, Ir, carries 1.149; number 2, C, carries -1.611; number 3, C, carries 0.740; number 4, N, carries 0.826; number 5, N, carries -1.357; number 6, C, carries 0.639



List of relative energies, unit kcal/mol: *one* 0.0; *two* 96.1



*one*
Formula: C2H9N2O2
Source: OMol25
Level of theory: ωB97M-V/def2-TZVPD

```
! wB97M-V def2-TZVPD RIJCOSX def2/J DEFGRID3
* xyz 1 1
N 0.06792 -0.36089 -2.55208
C -0.19216 0.32730 -1.27020
C 0.87139 -0.16656 -0.32146
N 0.63171 -0.06054 0.97613
O 1.88269 -0.65171 -0.80429
H 0.06499 -1.37462 -2.41677
H -0.50340 0.06236 -3.27545
H 1.02989 -0.20741 -2.73980
H -1.21137 0.19668 -0.95254
H -0.00801 1.38295 -1.43301
H -0.21711 0.27882 1.39842
H 1.36085 -0.37714 1.59747
H -0.73379 0.42533 4.51967
H -1.87296 0.55071 3.47731
O -1.17065 -0.02528 3.79659
*
```

Properties
molar mass = 93.106 g mol⁻¹
gap between HOMO and LUMO = 11.158 eV
LUMO energy = -0.1341 Eh

Results of the Mulliken charge analysis, in e, for atoms 1 through 6: number 1, N, carries -0.267; number 2, C, carries -0.668; number 3, C, carries 0.655; number 4, N, carries -0.274; number 5, O, carries -0.616; number 6, H, carries 0.345



*two*
Formula: C2H9N2O2
Source: OMol25
Level of theory: ωB97M-V/def2-TZVPD

```
! wB97M-V def2-TZVPD RIJCOSX def2/J DEFGRID3
* xyz 1 1
N 1.24399 -0.45607 -2.27687
C 1.24148 -0.53912 -0.77516
C -0.17135 -0.20613 -0.33755
N -0.50913 -0.51400 0.92251
O -0.82314 0.45515 -1.11883
H 0.45454 -0.96698 -2.68117
H 2.16011 -0.70664 -2.64380
H 0.99661 0.52036 -2.47335
H 1.65759 -1.48081 -0.44174
H 1.92473 0.25790 -0.47044
H 0.24095 -0.53365 1.60223
H -1.31460 -0.05503 1.34455
H -2.42637 1.14689 3.84979
H -2.57105 1.91458 2.55725
O -2.10436 1.16355 2.94260
*
```

Properties
molar mass = 93.106 g mol⁻¹
gap between HOMO and LUMO = 10.972 eV
LUMO energy = -0.1342 Eh

Results of the Mulliken charge analysis, in e, for atoms 1 through 6: number 1, N, carries -0.304; number 2, C, carries -0.658; number 3, C, carries 0.654; number 4, N, carries -0.392; number 5, O, carries -0.577; number 6, H, carries 0.343



List of relative energies, unit kcal/mol: *one* 1.9; *two* 0.0



*one*
Formula: C12H12N2
Source: OMol25
Level of theory: ωB97M-V/def2-TZVPD

```
! wB97M-V def2-TZVPD RIJCOSX def2/J DEFGRID3
* xyz 0 1
C -1.34929 0.92266 -2.98384
C -2.20052 0.68643 -1.72725
C -3.33595 -0.43417 -2.03261
C -1.31384 0.23291 -0.60130
C -0.19546 -0.55468 -0.95264
N 0.67525 -1.19504 -1.37040
C -1.51977 0.49835 0.73943
N -0.65541 0.03027 1.64482
C 0.49445 0.00903 1.93040
C 1.73186 -0.25878 2.21381
C 2.59341 -1.00839 1.43163
C 3.80796 -0.93473 1.96772
C 3.80552 -0.07527 3.11524
C 2.51501 0.33578 3.33151
H -1.71706 1.65392 -3.63848
H -0.98301 -0.02810 -3.31194
H -0.45039 1.48809 -2.70495
H -2.59915 1.63573 -1.53785
H -3.70707 -0.26904 -3.01354
H -4.10327 -0.39385 -1.29919
H -2.90269 -1.37521 -2.10024
H -2.47069 0.84282 1.02191
H 2.28678 -1.49755 0.57048
H 4.70255 -1.32843 1.46032
H 4.63564 0.03789 3.71608
H 2.25511 0.97937 4.13087
*
```

Properties
molar mass = 184.242 g mol⁻¹
gap between HOMO and LUMO = 7.761 eV
LUMO energy = -0.0139 Eh

Results of the Mulliken charge analysis, in e, for atoms 1 through 6: number 1, C, carries -1.612; number 2, C, carries 0.155; number 3, C, carries -1.361; number 4, C, carries 0.415; number 5, C, carries 0.074; number 6, N, carries -0.539



*two*
Formula: C12H12N2
Source: OMol25
Level of theory: ωB97M-V/def2-TZVPD

```
! wB97M-V def2-TZVPD RIJCOSX def2/J DEFGRID3
* xyz 0 1
C -0.16042 -1.06775 2.10758
C 0.77968 -1.63043 1.24071
C -1.20275 -0.01302 1.90111
C -0.44448 -0.83913 -0.77964
C -0.56742 0.35558 -1.35802
C -2.03048 0.31815 0.87528
C 0.74918 -1.29261 -0.14250
C 0.66354 0.82407 -2.03460
C 0.81009 1.89764 -2.84691
C -1.73980 -0.10458 -0.47680
C -3.06023 1.38138 1.14991
C 3.15930 -1.15743 -0.33422
N 1.79670 0.04928 -1.67058
N 1.82113 -0.82374 -0.74057
H -0.13920 -1.26842 3.13343
H 1.40656 -2.38919 1.59254
H -1.42573 0.37039 2.85115
H 1.67463 2.00068 -3.39053
H -0.00929 2.56407 -3.05714
H -2.57724 -0.54585 -1.02616
H -2.93419 2.27043 0.58652
H -2.96628 1.64172 2.23593
H -4.12713 1.09698 0.92190
H 3.28273 -2.19231 -0.14759
H 3.44625 -0.63037 0.60714
H 3.79483 -0.81556 -1.19794
*
```

Properties
molar mass = 184.242 g mol⁻¹
gap between HOMO and LUMO (alpha / beta) = 6.559 / 6.555 eV
LUMO energy (alpha / beta) = -0.0001 / -0.0001 Eh

Results of the Mulliken charge analysis, in e, for atoms 1 through 6: number 1, C, carries -0.685; number 2, C, carries -0.629; number 3, C, carries -0.737; number 4, C, carries 0.029; number 5, C, carries 0.259; number 6, C, carries 0.774



*three*
Formula: C12H12N2
Source: OMol25
Level of theory: ωB97M-V/def2-TZVPD

```
! wB97M-V def2-TZVPD RIJCOSX def2/J DEFGRID3
* xyz 0 1
C -1.95525 -2.87934 -1.85173
C -1.46319 -1.88931 -0.99771
C -0.70240 -0.72909 -1.59451
C 0.26697 0.00607 -0.50958
C 1.57181 -0.64817 -0.28128
N 1.71988 -2.06944 -0.68656
C 2.41407 -0.02686 0.62835
C 2.07594 1.08412 1.36702
C 0.84144 1.65101 1.32286
C 0.44634 2.58941 2.39460
N -0.84558 3.14784 2.24732
C -1.55377 2.76262 1.23211
C -1.26928 1.76001 0.30082
C -0.07539 1.05820 0.32586
H -2.80792 -3.53527 -1.40380
H -1.72143 -2.89546 -3.03655
H -1.84554 -1.79343 0.02076
H -1.46389 0.03706 -2.28761
H 0.04750 -1.09728 -2.43781
H 2.66595 -2.83049 -0.33114
H 1.20345 -2.15941 -1.74538
H 3.20486 -0.55893 1.18078
H 2.95483 1.41938 1.89870
H 0.83614 2.90963 3.29583
H -2.53813 3.31165 1.32814
H -2.00742 1.37549 -0.37950
*
```

Properties
molar mass = 184.242 g mol⁻¹
gap between HOMO and LUMO = 7.754 eV
LUMO energy = -0.0022 Eh

Results of the Mulliken charge analysis, in e, for atoms 1 through 6: number 1, C, carries -0.713; number 2, C, carries 0.240; number 3, C, carries -1.251; number 4, C, carries 0.684; number 5, C, carries 0.433; number 6, N, carries -0.534



*four*
Formula: C12H12N2
Source: OMol25
Level of theory: ωB97M-V/def2-TZVPD

```
! wB97M-V def2-TZVPD RIJCOSX def2/J DEFGRID3
* xyz 0 1
C 3.73844 1.09841 2.11215
C 2.76075 2.07334 1.99133
C 1.60119 1.81646 1.29070
C 1.39124 0.57331 0.68584
N 0.24663 0.37240 -0.05467
C -0.21809 -0.95221 -0.41875
C -1.56976 -0.84080 -1.06198
C -2.73855 -0.98463 -0.32373
C -3.96131 -0.83550 -0.95718
C -3.96657 -0.54172 -2.31234
N -2.86253 -0.39666 -3.02468
C -1.70100 -0.54101 -2.41513
C 2.38049 -0.40315 0.81282
C 3.53868 -0.13532 1.51854
H 4.64396 1.29919 2.66412
H 2.90163 3.04078 2.45146
H 0.84008 2.57970 1.20057
H -0.48852 1.04325 0.11551
H 0.49305 -1.38886 -1.12915
H -0.27736 -1.61118 0.46263
H -2.68970 -1.21468 0.73209
H -4.88620 -0.94492 -0.41227
H -4.89357 -0.41600 -2.85589
H -0.82464 -0.41284 -3.03726
H 2.24893 -1.37293 0.35885
H 4.29272 -0.90443 1.60640
*
```

Properties
molar mass = 184.242 g mol⁻¹
gap between HOMO and LUMO = 8.701 eV
LUMO energy = 0.0292 Eh

Results of the Mulliken charge analysis, in e, for atoms 1 through 6: number 1, C, carries -0.551; number 2, C, carries -0.525; number 3, C, carries -0.472; number 4, C, carries 0.778; number 5, N, carries -0.202; number 6, C, carries -0.591



List of relative energies, unit kcal/mol: *one* 93.8; *two* 174.5; *three* 129.9; *four* 0.0